ORCA calculation (ωB97M-V with the def2-TZVPD basis set) on C23H17ClCrN2O6S as an isolated structure.

Calculated values
net charge	-2
E_LUMO (alpha / beta)	4.378 / 4.378	eV
2S+1	5
⟨S²⟩	6.06
HOMO-LUMO gap (alpha / beta)	4.191 / 6.915	eV

Positions of all 51 atoms, in Å:
Cr  -0.11  -1.69  0.04
C  -2.08  5.62  -0.35
C  -2.15  4.20  0.17
C  -3.07  3.29  -0.35
C  -3.11  1.99  0.11
C  -2.24  1.57  1.10
C  -1.33  2.46  1.64
C  -1.29  3.77  1.18
S  -2.27  -0.13  1.66
O  -1.14  -0.24  2.55
O  -3.62  -0.28  2.17
N  -1.99  -1.07  0.45
C  -3.00  -1.49  -0.50
C  -2.30  -2.23  -1.63
O  -2.98  -2.68  -2.55
O  -1.01  -2.33  -1.54
H  -2.70  5.74  -1.23
H  -1.05  5.88  -0.62
H  -2.42  6.34  0.41
H  -3.74  3.61  -1.14
H  -3.84  1.30  -0.30
H  -0.64  2.12  2.40
H  -0.56  4.46  1.58
H  -3.53  -0.66  -0.97
H  -3.75  -2.14  -0.06
Cl  5.13  -6.79  1.03
C  4.10  -5.39  0.66
C  4.63  -4.34  -0.07
C  3.79  -3.23  -0.33
C  2.48  -3.18  0.12
O  1.76  -2.08  -0.07
C  1.93  -4.30  0.83
C  0.60  -4.33  1.24
O  -0.33  -3.47  0.98
C  2.80  -5.40  1.12
H  5.65  -4.37  -0.42
H  4.16  -2.38  -0.87
H  0.29  -5.22  1.81
H  2.42  -6.24  1.68
N  2.78  4.95  -1.81
C  2.32  3.93  -1.54
C  1.73  2.66  -1.20
C  0.84  2.04  -2.07
C  0.26  0.83  -1.72
C  0.54  0.19  -0.51
C  1.44  0.84  0.35
C  2.03  2.05  0.02
H  0.60  2.52  -3.02
H  -0.44  0.37  -2.42
H  1.70  0.38  1.30
H  2.73  2.53  0.70

=====

ORCA calculation (ωB97M-V with the def2-TZVPD basis set) on C23H17F5IrN5O3Te as an isolated structure.

Calculated values
net charge	0
E_LUMO (alpha / beta)	-2.279 / -2.312	eV
HOMO-LUMO gap (alpha / beta)	4.931 / 4.874	eV

Positions of all 55 atoms, in Å:
Ir  -0.40  0.23  0.23
C  1.34  -4.10  -2.67
C  0.83  -2.73  -2.95
C  1.10  -1.65  -1.91
C  1.45  -2.12  -0.56
C  1.77  -3.42  -0.36
C  1.78  -4.38  -1.45
N  1.18  -1.20  0.43
C  1.43  -1.47  1.73
C  2.60  -2.10  2.21
C  2.72  -2.40  3.54
C  1.69  -2.11  4.45
C  0.58  -1.44  4.03
C  0.47  -1.09  2.67
N  -0.53  -0.32  2.14
N  -1.29  0.29  2.94
C  -2.00  1.35  2.48
C  -2.79  2.07  3.31
C  -3.24  3.38  2.97
C  -2.93  3.93  1.79
C  -2.31  3.10  0.75
N  -1.77  1.78  1.12
H  1.28  -4.84  -3.45
H  1.08  -2.43  -3.97
H  1.68  -0.77  -2.20
H  1.94  -3.78  0.64
H  2.12  -5.39  -1.21
H  3.41  -2.31  1.51
H  3.63  -2.87  3.89
H  1.78  -2.40  5.49
H  -0.21  -1.15  4.72
H  -2.97  1.65  4.29
H  -3.74  3.97  3.72
H  -3.09  4.97  1.56
H  -1.77  3.63  -0.02
O  -0.62  -2.60  -2.73
C  -0.44  -1.43  -1.93
O  -1.10  -1.44  -0.72
C  -0.73  -0.19  -2.69
C  -0.86  -0.12  -4.06
C  -1.09  1.11  -4.65
C  -1.24  2.22  -3.82
C  -1.14  2.04  -2.46
N  -0.85  0.87  -1.89
H  -0.79  -1.03  -4.64
H  -1.16  1.21  -5.72
H  -1.44  3.20  -4.22
H  -1.32  2.89  -1.81
F  2.73  3.29  0.20
Te  0.99  2.87  -0.30
F  1.45  3.95  -1.82
F  0.65  4.32  0.98
F  1.17  1.57  1.29
F  1.95  1.45  -1.22
O  -3.00  1.95  0.34

=====

ORCA calculation (ωB97M-V with the def2-TZVPD basis set) on C23H17IrN4O8SSe as an isolated structure.

Calculated values
net charge	-1
E_LUMO (alpha / beta)	1.651 / 1.649	eV
2S+1	2
⟨S²⟩	0.76
HOMO-LUMO gap (alpha / beta)	6.059 / 7.122	eV

Positions of all 55 atoms, in Å:
Ir  -0.28  0.11  -0.37
O  5.16  -1.24  3.84
C  4.76  -0.09  3.61
O  5.18  1.02  3.99
C  3.51  -0.02  2.69
C  2.94  1.21  2.38
C  1.80  1.24  1.58
N  1.24  0.11  1.17
C  1.81  -1.07  1.39
C  2.96  -1.17  2.16
C  1.14  -2.22  0.72
C  1.56  -3.53  0.87
C  0.89  -4.54  0.21
C  -0.21  -4.23  -0.57
C  -0.59  -2.91  -0.68
N  0.06  -1.93  -0.04
C  1.15  2.51  1.13
C  1.78  3.74  1.27
C  1.12  4.88  0.84
C  -0.15  4.78  0.31
C  -0.70  3.51  0.19
N  -0.06  2.41  0.57
H  3.41  2.09  2.78
H  3.45  -2.11  2.38
H  2.42  -3.75  1.50
H  1.22  -5.57  0.31
H  -0.76  -4.99  -1.12
H  -1.43  -2.61  -1.30
H  2.77  3.80  1.70
H  1.61  5.85  0.92
H  -0.70  5.64  -0.03
H  -1.68  3.37  -0.25
O  3.03  -0.05  -2.99
C  1.94  0.35  -2.62
O  1.45  0.06  -1.47
C  1.20  1.28  -3.59
C  2.01  1.85  -4.56
C  1.53  2.78  -5.47
C  0.20  3.16  -5.44
C  -0.64  2.59  -4.51
C  -0.15  1.65  -3.59
S  -1.37  1.11  -2.44
H  3.05  1.54  -4.57
H  2.21  3.20  -6.21
H  -0.19  3.88  -6.15
H  -1.69  2.83  -4.49
O  -3.25  -2.50  -3.17
Se  -3.38  -0.91  -2.97
O  -3.83  -0.46  -1.47
O  -1.62  -0.48  -2.90
O  -4.03  -0.04  -4.15
N  -2.13  -0.05  0.62
H  -2.18  -0.83  1.26
H  -2.86  -0.18  -0.10
H  -2.37  0.78  1.15

=====

ORCA calculation (ωB97M-V with the def2-TZVPD basis set) on C23H18BrN3O6Sn as an isolated structure.

Calculated values
net charge	+2
E_LUMO (alpha / beta)	-10.178 / -9.999	eV
HOMO-LUMO gap (alpha / beta)	3.156 / 3.168	eV

Positions of all 52 atoms, in Å:
Sn  0.05  -1.50  -0.46
O  5.85  0.65  -1.43
C  5.15  0.51  -2.56
C  5.78  0.92  -3.77
C  5.10  0.77  -4.94
C  3.77  0.28  -4.93
C  3.15  -0.12  -3.72
C  3.80  0.01  -2.54
C  3.15  -0.46  -1.24
O  2.05  -1.16  -1.39
N  2.96  0.74  -0.32
N  1.90  0.83  0.37
C  1.83  1.74  1.35
C  0.67  1.90  2.11
Br  -0.87  1.01  1.53
C  0.72  2.64  3.29
C  -0.29  2.99  4.21
C  -1.66  3.15  3.89
C  -2.57  3.41  4.88
C  -2.14  3.52  6.21
C  -0.78  3.44  6.54
C  0.14  3.21  5.55
H  5.76  -0.10  -0.82
H  6.80  1.26  -3.73
H  5.58  1.01  -5.88
H  3.22  0.22  -5.86
H  2.14  -0.51  -3.72
H  3.93  -1.06  -0.72
H  3.73  1.41  -0.18
H  2.69  2.36  1.60
H  1.72  2.93  3.58
H  -1.99  3.14  2.86
H  -3.61  3.56  4.64
H  -2.87  3.68  7.00
H  -0.47  3.56  7.57
H  1.19  3.14  5.80
O  -0.57  -2.84  -2.07
C  -1.67  -3.32  -2.44
C  -2.91  -3.17  -1.79
C  -4.02  -3.88  -2.32
C  -5.21  -3.77  -1.70
C  -5.38  -2.97  -0.56
C  -4.32  -2.27  -0.05
C  -3.05  -2.34  -0.65
O  -2.05  -1.65  -0.19
N  -6.38  -4.48  -2.25
O  -7.40  -4.45  -1.61
O  -6.24  -5.04  -3.32
H  -1.67  -3.90  -3.37
H  -3.92  -4.51  -3.19
H  -6.36  -2.92  -0.09
H  -4.44  -1.61  0.80

=====

ORCA calculation (ωB97M-V with the def2-TZVPD basis set) on C23H18Cl3F6N3OS5SbSeTeZr as an isolated structure.

Calculated values
net charge	0
E_LUMO (alpha / beta)	-0.689 / -2.724	eV
2S+1	2
⟨S²⟩	0.76
HOMO-LUMO gap (alpha / beta)	7.711 / 5.950	eV

Positions of all 63 atoms, in Å:
Zr  2.25  2.39  0.06
S  2.70  -0.63  4.55
S  4.73  -0.31  4.16
S  4.59  1.44  3.11
S  4.43  0.82  1.24
Se  2.38  -0.12  -1.05
C  1.35  0.33  -2.51
N  0.69  0.60  -3.42
F  2.13  2.81  1.93
Sb  3.14  6.09  -0.11
F  3.76  4.92  1.25
F  3.79  3.20  -0.82
F  3.26  7.61  1.02
F  1.19  3.37  -1.20
F  1.35  5.71  0.39
Cl  -3.13  5.90  -2.34
C  -3.21  4.19  -2.03
C  -2.14  3.38  -2.37
C  -2.22  2.02  -2.12
C  -3.33  1.46  -1.50
C  -3.33  0.01  -1.10
C  -3.04  -0.12  0.41
N  -1.91  0.70  0.80
C  -1.98  1.92  1.44
C  -0.74  2.46  1.37
N  0.09  1.60  0.68
C  -0.65  0.56  0.34
O  -2.32  -0.65  -1.82
C  -2.41  -2.07  -1.86
C  -1.05  -2.66  -1.69
C  -0.18  -2.90  -2.71
Cl  -0.46  -2.62  -4.37
S  1.31  -3.57  -2.18
C  0.78  -3.55  -0.55
C  -0.48  -3.05  -0.44
C  -4.39  2.31  -1.18
Cl  -5.82  1.68  -0.40
C  -4.35  3.67  -1.44
H  -1.25  3.80  -2.83
H  -1.39  1.38  -2.40
H  -4.31  -0.44  -1.30
H  -2.83  -1.16  0.66
H  -3.90  0.20  0.99
H  -2.90  2.27  1.88
H  -0.38  3.39  1.77
H  -0.33  -0.29  -0.24
H  -2.83  -2.37  -2.83
H  -3.08  -2.44  -1.07
H  1.43  -3.93  0.22
H  -1.00  -2.97  0.51
H  -5.18  4.30  -1.18
Te  1.72  -0.97  2.41
C  2.31  -2.97  2.11
C  1.60  -4.00  2.74
C  1.92  -5.32  2.48
C  2.94  -5.62  1.58
C  3.65  -4.60  0.96
C  3.34  -3.27  1.23
H  0.80  -3.76  3.42
H  1.38  -6.12  2.96
H  3.19  -6.65  1.37
H  4.45  -4.83  0.27
H  3.89  -2.48  0.74

=====

ORCA calculation (ωB97M-V with the def2-TZVPD basis set) on C23H18Cl4N3O7S3SbZr as an isolated structure.

Calculated values
net charge	-1
E_LUMO (alpha / beta)	0.923 / 0.921	eV
2S+1	2
⟨S²⟩	0.76
HOMO-LUMO gap (alpha / beta)	4.391 / 5.875	eV

Positions of all 60 atoms, in Å:
Zr  0.54  0.25  0.42
Cl  4.98  5.36  0.30
C  4.25  3.80  0.13
C  5.03  2.68  -0.11
Cl  6.76  2.83  -0.25
C  4.43  1.43  -0.26
Cl  5.37  0.00  -0.56
C  3.06  1.29  -0.16
O  2.41  0.11  -0.31
C  2.26  2.43  0.12
O  0.94  2.23  0.24
C  2.86  3.67  0.25
Cl  1.85  5.03  0.58
S  -4.35  0.49  2.19
Sb  -3.11  -0.54  0.58
S  -1.78  1.37  -0.39
S  -0.73  0.28  -1.83
O  1.29  0.46  2.43
C  0.25  -0.11  2.88
O  -0.50  -0.68  2.06
C  -0.09  -0.12  4.34
C  0.88  0.21  5.27
C  0.57  0.16  6.63
C  -0.70  -0.21  6.98
C  -1.69  -0.52  6.08
C  -1.37  -0.48  4.72
N  -1.04  -0.26  8.45
O  -2.17  -0.58  8.75
O  -0.16  0.01  9.24
H  1.86  0.50  4.93
H  1.30  0.39  7.39
H  -2.68  -0.77  6.41
H  -2.12  -0.69  3.97
C  -3.41  -3.97  2.16
C  -2.84  -4.63  0.91
N  -1.79  -5.60  1.23
C  -2.19  -6.78  1.99
C  -1.74  -6.75  3.44
C  -0.49  -5.56  0.84
O  0.28  -6.47  1.12
C  0.04  -4.42  0.01
C  0.72  -4.72  -1.16
C  1.32  -3.70  -1.87
C  1.24  -2.41  -1.39
N  0.60  -2.11  -0.26
C  0.02  -3.10  0.43
H  -4.23  -3.30  1.89
H  -2.65  -3.39  2.68
H  -3.81  -4.72  2.85
H  -2.46  -3.88  0.23
H  -3.64  -5.17  0.39
H  -1.76  -7.66  1.50
H  -3.27  -6.85  1.92
H  -0.65  -6.77  3.50
H  -2.13  -7.63  3.97
H  -2.10  -5.85  3.95
H  0.79  -5.75  -1.48
H  1.87  -3.90  -2.78
H  1.68  -1.58  -1.92
H  -0.47  -2.81  1.35

=====

Record order is preserved below.
Energy above the lowest of the compared OMol25 structures with the same formula, charge and spin: 11.2; 172.9; 17.7; 35.5; 0.0; 19.1 kcal/mol
Record order is preserved below.
E_tot: -91174.2133; -61434.5656; -125488.3622; -116749.6723; -219176.2944; -133366.5028 eV